DFT (ωB97M-V/def2-TZVPD) results for a cluster of 2 separate species, C22H37N3O10PS2 in total at a distorted geometry.

Calculated values
F_max in Eh/bohr: 0.0724
DFT total energy in Eh: -2914.5367
HOMO-LUMO gap in eV: 6.8
LUMO energy in eV: -4.7
Multiplicity: 1
Total charge: +1

Structure (XYZ):
```
75
Properties=species:S:1:pos:R:3:forces:R:3:mulliken_charge:R:1
C -4.14049 1.36129 -2.80666 0.678 -0.497 -0.156 -1.050
C -2.57313 1.18109 -2.78160 -0.622 -0.531 -1.129 -0.063
O -2.01009 1.44542 -1.47545 0.818 -0.059 -0.203 -0.388
C -0.60005 1.17483 -1.54831 -1.401 -0.240 -2.142 -0.946
N 0.04988 1.36328 -0.24554 0.657 -0.607 2.465 -0.082
C -0.16473 0.33999 0.69447 0.472 -0.152 2.401 1.091
C -1.06632 -0.89911 0.39166 0.276 0.302 -1.336 -1.014
C -0.30729 -2.02136 -0.46681 -0.879 -0.796 0.237 -0.523
C -1.46626 -2.86830 -1.17752 0.186 0.637 0.296 -0.448
O -2.51864 -3.12135 -0.22198 1.057 -0.461 -0.261 -0.370
C -2.19177 -4.26670 0.57402 -0.192 -0.478 0.796 -0.645
C 0.44496 0.40226 2.07075 0.829 2.225 -0.716 0.432
C 0.24727 -0.71363 3.14384 -0.447 -0.774 -1.160 -0.734
C 0.94418 -2.07639 2.66662 -0.261 -0.129 0.340 -0.846
C 1.26754 1.58246 2.41284 -0.540 -0.686 -2.739 0.862
C 1.91021 1.78148 3.80816 0.435 1.318 1.136 0.246
O 1.78107 2.84609 4.39635 -0.307 -1.420 -1.418 -0.487
O 2.61301 0.77110 4.47986 -2.151 1.221 -0.350 -0.353
P 2.08220 0.87286 6.13720 0.517 -0.851 1.168 0.185
S 2.41747 -0.74344 7.13118 -0.085 0.529 -0.646 -0.325
C 1.49069 2.65106 1.37140 -1.960 -3.092 0.675 -1.210
N 2.31891 3.76701 1.76736 -0.549 -0.050 -2.054 0.643
C 3.61417 3.79351 1.09028 2.892 0.869 -0.448 0.694
C 4.75929 4.59393 1.83301 -1.643 -0.080 0.973 -1.138
O 3.87837 3.22614 0.05134 -1.255 0.076 1.370 -0.453
C 1.62648 5.04101 1.73077 -1.080 1.908 0.278 0.690
C 0.25346 5.12983 2.48014 0.578 -0.531 0.512 -1.005
O 2.06985 6.02965 1.16737 0.020 -1.902 0.755 -0.522
C 0.84478 2.48318 0.06741 1.415 0.939 0.750 0.415
C 1.04142 3.62150 -1.00976 -0.948 -0.452 -0.179 -1.148
N -0.24203 4.39518 -1.11183 0.554 -0.463 0.403 -0.432
H -4.44650 2.03663 -1.97063 0.063 -0.532 -0.858 0.285
H -4.61658 0.34273 -2.71637 0.358 1.214 0.210 0.266
H -4.44489 1.75793 -3.81760 0.295 -0.187 1.227 0.332
H -2.08318 1.81305 -3.58231 -0.374 -0.317 1.055 0.367
H -2.36055 0.10949 -3.08569 0.011 0.958 0.456 0.102
H -0.19422 1.82387 -2.36534 0.158 -0.346 1.123 0.461
H -0.51874 0.11062 -1.92464 0.449 1.039 0.823 0.384
H -1.94886 -0.59712 -0.24628 0.941 -0.023 0.843 0.618
H -1.50340 -1.36393 1.30882 0.652 0.686 -0.705 0.446
H 0.39443 -1.56647 -1.21430 -0.568 -0.588 0.655 0.249
H 0.23993 -2.75442 0.18694 -0.233 1.136 -0.616 0.385
H -1.09197 -3.86188 -1.56959 -0.269 1.356 0.255 0.227
H -1.91299 -2.22068 -1.98270 0.371 -0.958 0.621 0.216
H -1.11013 -4.26123 0.90364 -0.996 -0.081 -0.435 0.265
H -2.81021 -4.24202 1.51323 0.477 0.101 -0.982 0.254
H -2.43031 -5.22760 0.03796 0.375 0.931 0.338 0.287
H 0.59786 -0.43179 4.16408 -0.234 -0.022 -1.134 -0.137
H -0.85012 -0.94380 3.21948 0.970 0.460 0.082 0.570
H 0.14008 -2.80147 2.35085 0.926 0.758 0.229 0.047
H 1.64823 -1.90992 1.80255 -0.651 -0.195 1.036 0.287
H 1.48530 -2.56708 3.52295 -0.409 0.655 -0.900 0.436
H 0.68389 1.19568 6.05889 0.827 0.040 -0.413 0.121
H 2.69009 2.01987 6.74182 -0.282 -0.434 -0.806 0.129
H 5.36983 5.20717 1.12816 -0.580 -0.776 0.538 0.323
H 5.37436 3.85901 2.42812 -0.487 0.640 -0.896 0.325
H 4.25816 5.24868 2.60546 0.733 -0.469 -0.879 0.295
H -0.46170 4.36460 2.08536 0.499 0.723 0.340 0.227
H -0.16256 6.16435 2.41345 0.479 -0.974 -0.283 0.361
H 0.41705 4.90078 3.57401 -0.092 0.090 -1.174 0.256
H 1.22199 3.17546 -2.02748 0.243 0.263 1.161 0.461
H 1.89336 4.29805 -0.76264 -0.679 -0.930 -0.066 0.398
H -0.89244 4.09896 -0.38222 0.128 0.415 -0.346 0.264
H -0.06224 5.39607 -1.03328 -0.147 -0.366 0.098 0.341
C -1.04910 -6.33422 -6.00368 0.494 0.149 -0.373 -0.364
C -0.08416 -6.70788 -4.89360 -0.180 -0.659 -0.084 -0.324
O -0.22698 -5.66869 -3.91964 -0.496 0.595 -0.211 -0.291
S -1.75264 -5.13518 -3.93491 0.118 -0.580 -0.585 1.184
O -2.46479 -5.78598 -2.88400 0.137 0.626 -0.320 -0.537
O -1.72992 -3.71704 -4.08968 -0.052 -0.484 0.285 -0.484
O -2.19675 -5.79958 -5.33695 0.158 0.047 0.823 -0.297
H -0.63239 -5.55334 -6.64450 0.006 -0.053 0.008 0.283
H -1.32857 -7.19148 -6.61359 -0.219 0.076 0.142 0.317
H 0.94530 -6.77072 -5.24065 -0.012 0.235 0.165 0.305
H -0.36734 -7.65333 -4.42409 0.027 0.009 -0.066 0.286
```
Positions in Å, forces in eV/Å.